# 1
This record from OMol25 describes a cluster of 4 separate species, C4H16O4 in total. The level of theory is the ωB97M-V functional and the def2-TZVPD basis.

Last column: Löwdin charge in e.
Element x y z (Å)
C -3.181 0.143 1.568  -0.10
O -3.195 -1.028 2.303  0.03
H -4.112 0.663 1.795  0.12
H -2.364 0.755 1.951  0.11
H -2.971 -0.073 0.520  0.09
H -3.004 -1.758 1.710  0.11
C 2.314 0.949 2.788  -0.16
O 2.249 2.401 2.879  -0.11
H 1.413 0.389 3.036  0.06
H 2.472 0.622 1.761  0.05
H 3.154 0.399 3.212  0.08
H 2.659 2.738 3.679  0.08
C 0.969 -1.536 -3.330  -0.10
O -0.145 -0.748 -3.866  -0.13
H 0.671 -2.407 -2.745  0.09
H 1.476 -1.925 -4.212  0.09
H 1.744 -0.964 -2.820  0.08
H -0.334 -1.013 -4.769  0.10
C 0.199 0.503 -0.603  -0.05
O -0.891 0.303 -1.428  0.13
H 0.713 -0.458 -0.613  0.12
H 0.804 1.333 -0.969  0.15
H -0.133 0.678 0.420  0.10
H -0.510 0.033 -2.267  0.06

* 2S+1: 2
* E_LUMO (alpha / beta): -0.1058 / -0.3707 Eh
* HOMO level (alpha / beta): -13.28 / -13.28 eV
* frontier orbital gap (alpha / beta): 10.40 / 3.19 eV
* E_tot: -462.4818 Eh
* energy relative to the best compared isomer or geometry (same formula, charge and spin): 80.04 kcal/mol
* charge: +1

***

# 2
This record from OMol25 describes a cluster of 7 separate species, C73H164F6N3O6P4S2 in total. The level of theory is the ωB97M-V functional and the def2-TZVPD basis.

Last column: Löwdin charge in e.
Element x y z (Å)
C 8.440 -11.992 -12.956  -0.60
F 9.274 -11.251 -12.165  0.11
F 8.746 -11.890 -14.252  0.12
F 8.751 -13.280 -12.713  0.10
S 6.625 -11.478 -12.642  0.70
O 5.881 -11.706 -13.895  -0.32
O 6.298 -12.280 -11.498  -0.28
N 6.929 -9.777 -12.407  -0.32
S 6.542 -9.507 -10.916  0.57
O 5.140 -9.737 -10.627  -0.29
O 7.419 -10.092 -9.901  -0.31
C 6.980 -7.630 -10.900  -0.66
F 6.168 -7.017 -11.716  0.16
F 6.888 -7.216 -9.593  0.10
F 8.244 -7.464 -11.144  0.18
C 6.652 -6.826 -5.811  -0.09
C 5.538 -5.911 -6.280  -0.27
C 4.379 -5.954 -5.288  -0.24
C 3.125 -5.321 -5.872  -0.25
P 1.746 -5.183 -4.713  0.98
C 0.232 -4.482 -5.242  -0.25
C 0.020 -2.908 -5.072  -0.24
C -1.148 -2.306 -5.772  -0.27
C -2.547 -2.811 -5.270  -0.07
C 1.310 -6.843 -4.147  -0.27
C 0.687 -7.878 -5.137  -0.21
C 1.267 -9.311 -4.922  -0.22
C 2.607 -9.572 -5.734  -0.08
C 2.287 -4.448 -3.114  -0.24
C 3.058 -3.092 -3.174  -0.26
C 3.611 -2.688 -1.820  -0.26
C 4.428 -1.374 -1.921  -0.09
H 7.089 -6.766 -4.814  0.09
H 7.337 -6.912 -6.654  0.07
H 6.213 -7.822 -5.761  0.07
H 5.213 -6.280 -7.254  0.11
H 5.822 -4.870 -6.436  0.10
H 4.794 -5.425 -4.430  0.12
H 4.155 -6.988 -5.024  0.09
H 2.592 -5.874 -6.644  0.10
H 3.389 -4.289 -6.105  0.10
H -0.578 -4.954 -4.685  0.10
H 0.017 -4.792 -6.264  0.10
H 0.929 -2.327 -5.230  0.10
H -0.082 -2.742 -4.000  0.11
H -1.089 -2.499 -6.843  0.08
H -1.117 -1.219 -5.698  0.11
H -2.619 -3.871 -5.517  0.07
H -3.286 -2.178 -5.761  0.08
H -2.649 -2.687 -4.192  0.08
H 0.513 -6.717 -3.414  0.10
H 2.168 -7.180 -3.566  0.10
H 0.796 -7.543 -6.169  0.09
H -0.374 -7.918 -4.892  0.11
H 0.595 -10.050 -5.358  0.10
H 1.245 -9.590 -3.869  0.11
H 2.598 -10.660 -5.803  0.05
H 3.532 -9.117 -5.380  0.05
H 2.491 -9.166 -6.739  0.07
H 3.034 -5.128 -2.706  0.09
H 1.466 -4.336 -2.405  0.12
H 2.336 -2.335 -3.478  0.09
H 3.920 -3.132 -3.841  0.11
H 4.346 -3.429 -1.506  0.11
H 2.823 -2.556 -1.077  0.12
H 4.454 -0.861 -0.960  0.08
H 3.951 -0.788 -2.707  0.07
H 5.460 -1.522 -2.239  0.07
C 2.892 -16.455 -19.176  -0.08
C 2.288 -16.365 -17.769  -0.24
C 1.435 -15.134 -17.466  -0.26
C 2.059 -13.844 -17.801  -0.24
P 3.578 -13.383 -16.731  1.06
C 5.255 -14.066 -17.275  -0.24
C 6.540 -13.491 -16.638  -0.25
C 7.764 -13.568 -17.601  -0.23
C 8.118 -15.048 -17.726  -0.10
C 3.267 -13.902 -15.064  -0.27
C 2.315 -13.029 -14.207  -0.25
C 1.762 -13.509 -12.923  -0.26
C 0.699 -14.654 -12.994  -0.07
C 3.693 -11.623 -16.870  -0.29
C 3.867 -11.044 -18.314  -0.18
C 3.850 -9.487 -18.473  -0.26
C 2.453 -8.977 -18.527  -0.11
H 2.056 -16.465 -19.875  0.09
H 3.387 -17.395 -19.421  0.08
H 3.480 -15.581 -19.458  0.06
H 3.110 -16.367 -17.053  0.08
H 1.601 -17.171 -17.510  0.12
H 1.264 -14.953 -16.405  0.09
H 0.468 -15.311 -17.937  0.14
H 1.346 -13.039 -17.620  0.10
H 2.325 -13.656 -18.841  0.10
H 5.200 -13.876 -18.347  0.09
H 5.359 -15.141 -17.129  0.09
H 6.886 -13.941 -15.708  0.11
H 6.400 -12.413 -16.555  0.08
H 8.596 -13.061 -17.111  0.10
H 7.624 -13.095 -18.574  0.12
H 8.942 -15.213 -18.421  0.08
H 7.266 -15.686 -17.961  0.07
H 8.485 -15.518 -16.813  0.06
H 4.225 -14.059 -14.568  0.10
H 2.942 -14.942 -15.013  0.09
H 1.478 -12.738 -14.842  0.12
H 2.885 -12.126 -13.991  0.10
H 1.255 -12.703 -12.393  0.11
H 2.570 -13.789 -12.248  0.10
H -0.264 -14.185 -13.199  0.08
H 0.486 -15.280 -12.127  0.08
H 0.952 -15.276 -13.853  0.05
H 4.209 -11.094 -16.069  0.08
H 2.659 -11.437 -16.579  0.08
H 2.997 -11.380 -18.877  0.10
H 4.802 -11.434 -18.718  0.10
H 4.133 -9.156 -19.473  0.12
H 4.518 -8.983 -17.775  0.08
H 1.989 -9.309 -17.598  0.07
H 1.904 -9.427 -19.355  0.10
H 2.494 -7.888 -18.502  0.08
C 2.770 -13.704 -7.691  -0.09
C 3.834 -13.972 -6.611  -0.21
C 5.038 -12.916 -6.626  -0.20
C 5.963 -13.003 -7.877  -0.20
P 7.169 -14.463 -7.811  1.06
C 6.249 -15.947 -8.392  -0.26
C 5.920 -16.010 -9.890  -0.24
C 4.969 -17.150 -10.315  -0.26
C 3.587 -17.182 -9.700  -0.09
C 7.795 -14.893 -6.159  -0.25
C 8.387 -13.754 -5.284  -0.22
C 9.471 -14.357 -4.302  -0.25
C 9.732 -13.350 -3.171  -0.08
C 8.575 -14.310 -8.960  -0.28
C 9.495 -13.157 -8.674  -0.26
C 10.790 -13.619 -7.977  -0.23
C 11.484 -12.302 -7.562  -0.09
H 3.175 -13.710 -8.703  0.05
H 2.142 -12.823 -7.561  0.07
H 2.263 -14.669 -7.687  0.07
H 4.313 -14.900 -6.921  0.06
H 3.363 -14.094 -5.635  0.12
H 5.672 -12.931 -5.740  0.08
H 4.538 -11.963 -6.450  0.09
H 6.613 -12.130 -7.825  0.08
H 5.338 -13.019 -8.771  0.08
H 5.396 -16.141 -7.742  0.08
H 6.989 -16.697 -8.111  0.10
H 6.816 -16.125 -10.502  0.09
H 5.397 -15.100 -10.183  0.10
H 5.515 -18.086 -10.202  0.11
H 4.925 -16.965 -11.389  0.10
H 2.825 -17.729 -10.255  0.08
H 3.241 -16.149 -9.704  0.05
H 3.486 -17.443 -8.647  0.08
H 8.398 -15.740 -6.488  0.10
H 6.936 -15.313 -5.635  0.11
H 7.655 -13.304 -4.613  0.10
H 8.864 -12.968 -5.870  0.09
H 10.395 -14.625 -4.814  0.10
H 9.052 -15.304 -3.964  0.11
H 10.251 -12.487 -3.590  0.08
H 10.424 -13.804 -2.462  0.09
H 8.746 -13.046 -2.822  0.08
H 8.254 -14.293 -10.001  0.08
H 9.080 -15.275 -8.920  0.10
H 8.971 -12.349 -8.164  0.10
H 9.718 -12.780 -9.672  0.10
H 11.426 -14.097 -8.722  0.10
H 10.642 -14.170 -7.048  0.09
H 12.415 -12.546 -7.052  0.08
H 10.840 -11.823 -6.824  0.07
H 11.701 -11.634 -8.396  0.08
C 1.955 -5.292 -15.945  -0.10
C 1.559 -4.538 -14.662  -0.21
C 2.707 -3.658 -14.072  -0.26
C 2.197 -2.468 -13.258  -0.24
P 3.377 -1.643 -12.083  1.04
C 4.659 -0.679 -12.982  -0.23
C 5.629 -1.569 -13.907  -0.22
C 6.664 -0.746 -14.699  -0.23
C 7.045 -1.555 -15.960  -0.10
C 2.459 -0.355 -11.096  -0.26
C 1.121 -0.875 -10.572  -0.29
C 0.772 -0.059 -9.350  -0.26
C -0.629 -0.422 -8.879  -0.10
C 3.995 -2.688 -10.757  -0.27
C 5.472 -2.603 -10.258  -0.22
C 5.695 -3.644 -9.235  -0.30
C 7.084 -3.525 -8.624  -0.09
H 1.684 -4.876 -16.916  0.08
H 1.512 -6.286 -15.894  0.06
H 3.020 -5.511 -16.028  0.05
H 1.393 -5.236 -13.841  0.11
H 0.726 -3.875 -14.894  0.12
H 3.372 -3.259 -14.837  0.09
H 3.382 -4.203 -13.412  0.09
H 1.344 -2.744 -12.639  0.09
H 1.828 -1.728 -13.968  0.12
H 5.208 0.001 -12.331  0.11
H 4.046 -0.048 -13.625  0.10
H 4.956 -2.175 -14.513  0.07
H 6.119 -2.290 -13.253  0.09
H 7.628 -0.683 -14.195  0.11
H 6.293 0.259 -14.899  0.11
H 7.426 -0.966 -16.794  0.08
H 6.137 -1.962 -16.406  0.06
H 7.777 -2.335 -15.755  0.07
H 2.362 0.551 -11.694  0.11
H 3.084 -0.122 -10.234  0.10
H 1.143 -1.948 -10.380  0.10
H 0.293 -0.634 -11.238  0.13
H 0.834 0.944 -9.773  0.12
H 1.471 -0.242 -8.534  0.11
H -0.743 -0.118 -7.839  0.07
H -0.816 -1.495 -8.912  0.06
H -1.414 0.019 -9.495  0.09
H 3.895 -3.629 -11.298  0.08
H 3.239 -2.775 -9.977  0.10
H 5.675 -1.628 -9.814  0.13
H 5.969 -2.875 -11.189  0.10
H 5.452 -4.671 -9.507  0.10
H 4.976 -3.521 -8.425  0.10
H 7.207 -2.692 -7.932  0.09
H 7.802 -3.337 -9.422  0.08
H 7.445 -4.398 -8.080  0.06
C 8.991 -17.325 -12.991  -0.01
C 10.289 -17.197 -13.943  -0.25
C 10.817 -15.759 -13.941  -0.14
O 11.882 -15.543 -12.953  -0.16
C 11.720 -14.475 -11.964  -0.07
N 11.291 -18.258 -13.517  0.25
H 12.137 -18.150 -14.060  0.18
H 11.569 -18.082 -12.562  0.17
H 10.940 -19.187 -13.701  0.18
H 8.863 -18.372 -12.716  0.08
H 8.010 -17.033 -13.367  0.09
H 9.211 -16.875 -12.023  0.07
H 9.945 -17.510 -14.928  0.15
H 10.000 -15.086 -13.681  0.10
H 11.168 -15.544 -14.950  0.13
H 11.633 -13.421 -12.229  0.09
H 12.597 -14.678 -11.350  0.10
H 10.978 -14.444 -11.167  0.05
C 4.570 -8.384 -14.680  0.05
C 5.848 -7.533 -14.784  -0.31
O 5.716 -6.286 -14.769  0.11
N 7.199 -8.227 -14.679  0.09
H 7.891 -7.638 -14.237  0.18
H 7.082 -8.928 -13.961  0.05
C 7.714 -8.947 -15.918  0.06
H 4.916 -9.406 -14.525  0.05
H 4.087 -8.334 -15.656  0.08
H 4.131 -7.941 -13.786  0.11
H 8.056 -8.290 -16.717  0.12
H 6.904 -9.612 -16.220  0.09
H 8.553 -9.586 -15.643  0.10

* E_LUMO: -0.3309 Eh
* HOMO level: -18.27 eV
* frontier orbital gap: 9.27 eV
* E_tot: -6254.7546 Eh
* energy relative to the best compared isomer or geometry (same formula, charge and spin): 151.53 kcal/mol
* charge: +5

***

# 3
This record from OMol25 describes a cluster of 2 separate species, CH2O3 in total. The level of theory is the ωB97M-V functional and the def2-TZVPD basis.

Last column: Löwdin charge in e.
Element x y z (Å)
H -3.569 0.677 -0.069  0.09
O -1.705 -0.125 0.068  -0.18
H -2.021 -1.008 -0.162  0.03
C -0.244 -0.271 0.340  -0.81
O 0.184 -1.431 0.333  -0.07
O 0.335 0.799 0.536  -0.06

* 2S+1: 2
* E_LUMO (alpha / beta): 0.1701 / 0.1323 Eh
* HOMO level (alpha / beta): -4.29 / -4.27 eV
* frontier orbital gap (alpha / beta): 8.92 / 7.88 eV
* E_tot: -265.0017 Eh
* charge: -1